Record 1
A molecular structure, C22H37GdO2Si. Source: the Open Molecules 2025 dataset; level of theory: ωB97M-V/def2-TZVPD.

- Expectation value of S²: 16.505
- HOMO energy (spin up / spin down): -5.8 / -6.1 eV
- Kohn-Sham gap (spin up / spin down): 6.1 / 6.3 eV
- Charge: 0
- Multiplicity: 8
- Lowest unoccupied orbital energy (spin up / spin down): 0.27 / 0.27 eV

Each line ends with the Mulliken charge.
Positions of all 63 atoms, in Å:
O (1.193, 0.651, -2.249)  -0.121
C (0.937, 0.091, -3.617)  -0.376
C (2.242, 0.468, -4.237)  -1.082
H (0.092, 0.605, -4.087)  0.302
H (0.882, -1.007, -3.691)  0.387
C (2.481, 1.052, -2.839)  1.791
H (2.132, 1.212, -5.025)  0.362
H (2.803, -0.422, -4.528)  0.336
C (2.524, 2.548, -3.024)  -1.657
H (1.698, 2.901, -3.658)  0.391
H (3.461, 2.780, -3.544)  0.470
H (2.543, 3.070, -2.071)  0.227
C (3.706, 0.489, -2.152)  -1.885
H (3.740, -0.599, -2.200)  0.571
H (3.742, 0.857, -1.107)  0.231
H (4.595, 0.857, -2.685)  0.465
Gd (0.259, 0.528, 0.808)  0.218
C (0.238, -0.075, 3.692)  -0.747
C (-0.790, -0.955, 3.230)  -0.331
C (-0.169, -2.017, 2.517)  -0.793
H (-1.843, -0.940, 3.531)  0.573
C (1.227, -1.824, 2.575)  -0.447
C (1.488, -0.580, 3.240)  -1.243
H (2.477, -0.160, 3.413)  0.414
H (0.060, 0.771, 4.353)  0.565
H (-0.694, -2.836, 2.033)  0.441
H (1.943, -2.593, 2.314)  0.817
C (-0.341, 2.618, 2.263)  -0.239
C (1.069, 2.556, 2.095)  -0.974
C (1.330, 2.712, 0.691)  -0.284
H (1.804, 2.439, 2.898)  0.484
C (0.067, 2.865, 0.009)  -0.536
C (-0.957, 2.791, 0.987)  -0.574
H (-2.033, 2.884, 0.823)  0.475
H (-0.911, 2.545, 3.188)  0.420
H (2.308, 2.763, 0.204)  0.461
H (-0.099, 3.082, -1.045)  0.553
O (0.462, -1.528, -0.525)  0.342
C (1.774, -2.251, -0.749)  0.487
C (1.416, -3.437, -1.662)  -0.818
H (2.178, -2.615, 0.209)  0.280
H (2.517, -1.550, -1.184)  -0.713
C (-0.124, -3.463, -1.465)  -0.353
H (1.927, -4.380, -1.395)  0.382
H (1.685, -3.261, -2.717)  0.282
C (-0.427, -1.991, -1.645)  -0.148
H (-0.349, -3.648, -0.385)  0.129
H (-0.691, -4.129, -2.141)  0.416
H (-1.462, -1.559, -1.549)  0.225
H (0.026, -1.665, -2.605)  -0.311
C (-4.540, 1.305, 0.522)  -1.144
Si (-3.531, 0.297, 1.729)  0.444
C (-3.744, 0.976, 3.482)  -1.126
C (-4.085, -1.505, 1.697)  -0.993
H (-4.583, 2.374, 0.792)  0.306
H (-5.580, 0.948, 0.424)  0.413
H (-4.070, 1.220, -0.474)  0.251
H (-4.809, 0.979, 3.763)  0.449
H (-3.210, 0.381, 4.237)  0.356
H (-3.379, 2.013, 3.529)  0.251
H (-5.150, -1.581, 1.433)  0.397
H (-3.510, -2.026, 0.917)  0.200
H (-3.947, -2.030, 2.656)  0.327

---

Record 2
12 unconnected molecules or ions with the total composition C38H79Cl12NO10. Source: the Open Molecules 2025 dataset; level of theory: ωB97M-V/def2-TZVPD.

- SMILES string: CCN(CC)CC.CCOC(C)=O.CCOC(C)=O.CCOC(C)=O.CCOC(C)=O.CCOC(C)=O.ClCCCl.ClCCCl.ClCCCl.ClCCCl.ClCCCl.ClCCCl
- Energy relative to the best compared isomer or geometry (same formula, charge and spin): 60.1 kJ/mol
- HOMO energy: -7.7 eV
- Kohn-Sham gap: 8.0 eV
- Charge: 0
- Lowest unoccupied orbital energy: 0.28 eV

Each line ends with the Mulliken charge.
Positions of all 140 atoms, in Å:
C (1.663, -9.397, 0.003)  -1.297
C (1.252, -8.285, -0.941)  -0.507
N (1.348, -6.986, -0.316)  0.443
C (0.197, -6.124, -0.498)  0.847
C (-1.026, -6.675, 0.287)  -1.358
C (2.670, -6.422, -0.306)  -0.883
C (3.112, -5.872, -1.692)  -0.730
H (0.967, -9.586, 0.820)  0.266
H (2.684, -9.246, 0.354)  0.279
H (1.707, -10.359, -0.508)  0.443
H (1.941, -8.329, -1.785)  0.271
H (0.237, -8.548, -1.237)  0.392
H (0.475, -5.131, -0.145)  -0.823
H (-0.036, -6.028, -1.558)  0.250
H (-1.994, -6.334, -0.080)  0.331
H (-1.088, -7.761, 0.216)  0.411
H (-0.933, -6.494, 1.358)  0.341
H (3.389, -7.176, 0.015)  0.231
H (2.628, -5.661, 0.474)  0.486
H (4.153, -5.598, -1.518)  0.365
H (2.548, -4.978, -1.962)  -0.076
H (3.068, -6.616, -2.488)  0.408
O (-2.221, 3.539, 0.746)  -0.297
C (-3.018, 3.379, 1.659)  0.616
O (-4.355, 3.535, 1.477)  -0.382
C (-4.894, 4.120, 0.358)  0.310
C (-5.305, 5.535, 0.739)  -1.216
C (-2.597, 3.021, 3.047)  -0.635
H (-5.768, 3.611, -0.048)  0.499
H (-4.128, 4.246, -0.407)  -0.231
H (-4.519, 6.171, 1.144)  0.184
H (-6.140, 5.461, 1.436)  0.324
H (-5.720, 6.161, -0.051)  0.382
H (-1.882, 2.198, 3.047)  -0.068
H (-3.408, 2.775, 3.732)  0.332
H (-2.181, 3.941, 3.458)  0.142
O (1.092, 4.875, 2.620)  -0.669
C (0.799, 4.897, 1.426)  0.412
O (0.182, 5.934, 0.842)  -0.274
C (-0.266, 7.062, 1.523)  -0.486
C (-1.695, 6.886, 2.052)  -0.656
C (1.290, 3.851, 0.463)  1.362
H (-0.138, 7.951, 0.905)  0.385
H (0.423, 7.293, 2.336)  0.314
H (-2.182, 7.820, 2.333)  0.494
H (-1.781, 6.348, 2.997)  0.238
H (-2.289, 6.522, 1.214)  -0.105
H (1.802, 3.055, 1.003)  -0.504
H (2.084, 4.247, -0.171)  0.444
H (0.415, 3.490, -0.078)  -0.956
O (0.931, 3.084, -3.303)  -0.539
C (0.025, 3.789, -3.701)  0.740
O (-0.392, 3.858, -4.960)  -0.336
C (0.273, 3.249, -6.094)  -0.302
C (-0.813, 2.284, -6.745)  -0.773
C (-0.689, 4.776, -2.801)  -0.645
H (1.113, 2.706, -5.661)  0.278
H (0.613, 4.029, -6.776)  0.276
H (-1.655, 2.858, -7.133)  0.293
H (-1.251, 1.665, -5.962)  0.015
H (-0.590, 1.699, -7.637)  0.409
H (-0.590, 4.515, -1.748)  -0.125
H (-1.742, 4.863, -3.072)  0.297
H (-0.292, 5.771, -3.004)  0.456
O (1.549, -0.594, 0.953)  -0.492
C (0.676, -1.138, 0.366)  -0.018
O (-0.255, -0.587, -0.366)  0.499
C (-0.228, 0.811, -0.486)  0.554
C (-1.364, 1.045, -1.476)  0.162
C (0.555, -2.654, 0.351)  -0.483
H (0.651, 1.145, -1.037)  -0.503
H (-0.397, 1.351, 0.446)  0.146
H (-2.337, 0.712, -1.116)  -0.339
H (-1.167, 0.640, -2.469)  0.025
H (-1.495, 2.125, -1.544)  0.068
H (-0.353, -2.997, -0.145)  0.083
H (0.512, -2.995, 1.385)  0.270
H (1.468, -3.082, -0.064)  -0.089
O (3.458, -1.097, 5.241)  -0.543
C (3.267, -0.081, 5.876)  0.717
O (3.577, 1.208, 5.539)  -0.317
C (4.266, 1.483, 4.354)  -0.313
C (3.485, 2.078, 3.152)  -0.274
C (2.542, -0.156, 7.152)  -0.984
H (4.695, 0.580, 3.919)  0.026
H (5.150, 2.067, 4.611)  0.372
H (2.672, 1.470, 2.754)  -0.260
H (4.150, 2.236, 2.303)  0.284
H (3.108, 3.074, 3.385)  0.353
H (2.116, 0.826, 7.355)  0.286
H (3.212, -0.449, 7.960)  0.301
H (1.786, -0.925, 6.990)  0.292
Cl (0.200, 0.578, 3.744)  -0.116
C (-0.316, -1.075, 4.072)  0.272
C (-1.824, -1.228, 4.275)  0.202
Cl (-2.427, -0.444, 5.756)  -0.214
H (0.247, -1.383, 4.953)  0.339
H (0.016, -1.725, 3.262)  -0.563
H (-2.058, -2.287, 4.383)  0.416
H (-2.275, -0.782, 3.388)  -0.384
Cl (-1.675, -0.852, -4.981)  -0.134
C (-0.222, -1.851, -4.836)  -0.590
C (-0.087, -2.427, -3.412)  0.883
Cl (-1.072, -3.916, -3.143)  -0.220
H (0.700, -1.307, -5.044)  0.324
H (-0.282, -2.723, -5.487)  0.441
H (-0.373, -1.752, -2.605)  -0.723
H (0.968, -2.640, -3.234)  -0.046
Cl (4.777, 2.557, -0.572)  -0.191
C (4.335, 0.848, -0.722)  0.490
C (3.698, 0.650, -2.082)  -0.202
Cl (3.420, -1.124, -2.505)  -0.230
H (3.678, 0.517, 0.083)  -0.489
H (5.245, 0.249, -0.689)  0.390
H (4.380, 1.003, -2.855)  0.564
H (2.733, 1.144, -2.192)  -0.244
Cl (-3.053, -3.068, 0.817)  -0.143
C (-4.234, -1.913, 0.082)  -0.404
C (-4.314, -0.652, 0.864)  0.327
Cl (-5.141, -0.814, 2.388)  -0.166
H (-5.203, -2.412, 0.085)  0.541
H (-3.888, -1.762, -0.940)  -0.025
H (-4.857, 0.069, 0.253)  0.223
H (-3.309, -0.298, 1.091)  -0.270
Cl (6.003, -0.644, 2.137)  -0.211
C (4.631, -1.793, 2.226)  -0.057
C (4.532, -2.654, 1.013)  0.828
Cl (5.979, -3.601, 0.766)  -0.216
H (3.724, -1.205, 2.366)  -0.310
H (4.810, -2.338, 3.153)  0.627
H (4.435, -2.052, 0.110)  -0.373
H (3.697, -3.344, 1.132)  -0.169
Cl (-4.928, 3.365, -2.925)  -0.117
C (-5.266, 2.147, -4.186)  -0.639
C (-4.319, 1.024, -4.122)  -0.214
Cl (-4.478, 0.137, -2.595)  -0.110
H (-5.245, 2.556, -5.196)  0.350
H (-6.323, 1.908, -4.070)  0.383
H (-3.310, 1.434, -4.169)  -0.206
H (-4.533, 0.314, -4.921)  0.457

---

Repeat the first record exactly.
A molecular structure, C22H37GdO2Si. Source: the Open Molecules 2025 dataset; level of theory: ωB97M-V/def2-TZVPD.

- Expectation value of S²: 16.505
- HOMO energy (spin up / spin down): -5.8 / -6.1 eV
- Kohn-Sham gap (spin up / spin down): 6.1 / 6.3 eV
- Charge: 0
- Multiplicity: 8
- Lowest unoccupied orbital energy (spin up / spin down): 0.27 / 0.27 eV

Each line ends with the Mulliken charge.
Positions of all 63 atoms, in Å:
O (1.193, 0.651, -2.249)  -0.121
C (0.937, 0.091, -3.617)  -0.376
C (2.242, 0.468, -4.237)  -1.082
H (0.092, 0.605, -4.087)  0.302
H (0.882, -1.007, -3.691)  0.387
C (2.481, 1.052, -2.839)  1.791
H (2.132, 1.212, -5.025)  0.362
H (2.803, -0.422, -4.528)  0.336
C (2.524, 2.548, -3.024)  -1.657
H (1.698, 2.901, -3.658)  0.391
H (3.461, 2.780, -3.544)  0.470
H (2.543, 3.070, -2.071)  0.227
C (3.706, 0.489, -2.152)  -1.885
H (3.740, -0.599, -2.200)  0.571
H (3.742, 0.857, -1.107)  0.231
H (4.595, 0.857, -2.685)  0.465
Gd (0.259, 0.528, 0.808)  0.218
C (0.238, -0.075, 3.692)  -0.747
C (-0.790, -0.955, 3.230)  -0.331
C (-0.169, -2.017, 2.517)  -0.793
H (-1.843, -0.940, 3.531)  0.573
C (1.227, -1.824, 2.575)  -0.447
C (1.488, -0.580, 3.240)  -1.243
H (2.477, -0.160, 3.413)  0.414
H (0.060, 0.771, 4.353)  0.565
H (-0.694, -2.836, 2.033)  0.441
H (1.943, -2.593, 2.314)  0.817
C (-0.341, 2.618, 2.263)  -0.239
C (1.069, 2.556, 2.095)  -0.974
C (1.330, 2.712, 0.691)  -0.284
H (1.804, 2.439, 2.898)  0.484
C (0.067, 2.865, 0.009)  -0.536
C (-0.957, 2.791, 0.987)  -0.574
H (-2.033, 2.884, 0.823)  0.475
H (-0.911, 2.545, 3.188)  0.420
H (2.308, 2.763, 0.204)  0.461
H (-0.099, 3.082, -1.045)  0.553
O (0.462, -1.528, -0.525)  0.342
C (1.774, -2.251, -0.749)  0.487
C (1.416, -3.437, -1.662)  -0.818
H (2.178, -2.615, 0.209)  0.280
H (2.517, -1.550, -1.184)  -0.713
C (-0.124, -3.463, -1.465)  -0.353
H (1.927, -4.380, -1.395)  0.382
H (1.685, -3.261, -2.717)  0.282
C (-0.427, -1.991, -1.645)  -0.148
H (-0.349, -3.648, -0.385)  0.129
H (-0.691, -4.129, -2.141)  0.416
H (-1.462, -1.559, -1.549)  0.225
H (0.026, -1.665, -2.605)  -0.311
C (-4.540, 1.305, 0.522)  -1.144
Si (-3.531, 0.297, 1.729)  0.444
C (-3.744, 0.976, 3.482)  -1.126
C (-4.085, -1.505, 1.697)  -0.993
H (-4.583, 2.374, 0.792)  0.306
H (-5.580, 0.948, 0.424)  0.413
H (-4.070, 1.220, -0.474)  0.251
H (-4.809, 0.979, 3.763)  0.449
H (-3.210, 0.381, 4.237)  0.356
H (-3.379, 2.013, 3.529)  0.251
H (-5.150, -1.581, 1.433)  0.397
H (-3.510, -2.026, 0.917)  0.200
H (-3.947, -2.030, 2.656)  0.327